[1]
74
Properties=species:S:1:pos:R:3:mulliken_charge:R:1 method="wB97M-V/def2-TZVPD" s2=0.770 e_homo_ev="-5.071 / -8.342" orbital_gap_ev="5.40 / 8.66" energy_ha=-3705.57730 multiplicity=2 lumo_energy_ha="0.012 / 0.012"
Cu 11.536 12.412 11.029 -1.181
S 15.210 12.005 8.998 0.220
O 11.601 10.531 13.143 -0.341
O 9.404 10.912 12.635 -0.385
N 15.342 12.369 13.452 0.090
N 10.728 15.281 14.697 -0.740
N 14.475 13.244 14.017 -0.884
N 11.306 13.880 12.279 0.354
N 13.685 12.488 12.047 0.189
N 12.258 13.523 9.432 0.170
C 10.802 9.711 13.914 0.501
C 9.485 9.942 13.637 0.712
C 9.795 14.850 6.986 -0.576
C 8.072 5.854 15.617 -1.650
C 11.183 10.001 7.685 -0.395
C 11.882 14.675 14.485 -0.306
C 15.163 10.975 7.540 -0.932
C 11.647 8.743 8.047 -0.934
C 6.429 7.729 15.583 -2.164
C 14.866 11.940 12.292 -0.613
C 8.857 8.227 15.195 0.654
C 16.147 13.408 8.379 -1.052
C 10.112 14.513 12.505 -0.572
C 12.033 9.592 10.260 -0.243
C 11.109 11.052 8.584 1.267
C 9.842 15.202 13.637 -0.514
C 12.215 13.993 13.324 0.133
C 9.155 13.671 6.625 -0.811
C 11.259 13.568 8.411 0.919
C 8.014 7.529 17.460 -1.645
C 10.213 8.011 15.433 -0.402
C 10.848 14.788 7.881 -1.012
C 8.486 9.226 14.256 -1.200
C 11.500 10.833 9.927 0.236
C 7.852 7.343 15.952 2.090
C 9.580 12.461 7.159 -1.052
C 13.482 13.277 13.145 0.413
C 11.211 8.759 14.809 -1.866
C 12.129 8.569 9.323 -0.940
C 10.640 12.381 8.058 0.452
B 10.731 11.202 12.301 1.525
H 10.514 7.248 16.123 0.372
H 12.450 14.441 9.814 0.411
H 14.559 10.117 7.799 0.185
H 16.162 10.623 7.284 0.397
H 8.899 15.689 13.787 0.384
H 9.051 5.494 15.915 0.324
H 8.332 13.696 5.939 0.422
H 6.247 8.769 15.810 0.439
H 9.439 15.790 6.589 0.406
H 14.738 11.510 6.697 0.304
H 13.134 13.049 9.193 -0.373
H 7.863 8.566 17.743 0.393
H 9.376 14.455 11.720 0.359
H 11.357 15.700 8.192 0.387
H 15.385 11.271 11.632 0.641
H 16.217 12.220 13.908 0.190
H 12.513 7.604 9.629 0.417
H 5.723 7.149 16.170 0.434
H 16.230 14.135 9.178 0.309
H 6.220 7.564 14.535 0.393
H 17.157 13.137 8.069 0.370
H 9.048 11.571 6.878 0.529
H 12.250 8.568 15.013 0.483
H 7.983 5.707 14.549 0.396
H 12.411 9.412 11.266 0.455
H 15.654 13.881 7.537 0.306
H 10.889 10.181 6.657 0.489
H 12.622 14.751 15.278 0.449
H 7.452 9.411 14.031 0.592
H 7.323 5.229 16.087 0.448
H 7.275 6.947 18.009 0.452
H 9.008 7.234 17.799 0.321
H 11.666 7.943 7.325 0.403



[2]
25
Properties=species:S:1:pos:R:3:mulliken_charge:R:1 method="wB97M-V/def2-TZVPD" total_charge=+1 e_homo_ev="-13.137 / -13.140" orbital_gap_ev="7.96 / 9.38" energy_ha=-408.86217 lumo_energy_ha="-0.190 / -0.138" relative_energy_kj_mol=305.2
N -1.610 0.860 0.826 -0.402
N 1.893 -0.444 -0.636 -0.639
N -1.465 -2.255 0.160 -0.548
C -0.889 1.539 0.355 0.128
C -0.116 2.655 -0.001 -0.625
C 1.287 -2.619 0.050 -0.709
C 1.379 -1.190 0.519 -0.103
C -0.859 3.967 -0.055 -0.767
C -0.303 -3.120 -0.245 -0.531
Li -2.756 -0.826 0.761 0.890
H 0.447 -0.667 0.774 -0.010
H 2.795 0.232 -0.378 0.228
H -2.086 3.951 0.370 0.299
H -0.216 -3.268 -1.249 0.305
H -1.351 -1.202 -0.490 0.443
H -0.588 4.470 -1.072 0.266
H 0.717 2.619 0.562 0.488
H -0.386 -4.256 0.254 0.277
H -0.214 4.445 0.772 0.237
H 2.699 -0.825 -1.076 0.247
H 1.966 -3.094 0.642 0.496
H 0.249 2.372 -0.909 0.370
H -4.421 0.817 -0.482 0.025
H 1.994 -1.172 1.508 0.326
H 1.833 -2.989 -0.962 0.309



[3]
56
Properties=species:S:1:pos:R:3:mulliken_charge:R:1 method="wB97M-V/def2-TZVPD" total_charge=+1 e_homo_ev="-7.862 / -7.968" orbital_gap_ev="4.77 / 4.89" energy_ha=-3259.91299 lumo_energy_ha="-0.114 / -0.113" relative_energy_kj_mol=0.0
Lu 0.306 -0.488 0.444 0.485
S 1.938 0.223 2.641 -0.272
P 1.614 1.503 -0.774 1.059
P -1.623 1.045 1.469 0.997
N 4.073 -0.255 4.192 -0.431
N -0.944 -0.516 -1.381 0.151
N 2.320 0.805 5.223 -0.436
C -2.377 0.356 2.982 -1.289
C 3.336 1.066 -1.219 -1.305
C 2.833 0.234 4.125 0.541
C -3.210 -3.410 -0.999 -0.857
C -0.208 -0.833 -2.511 0.346
C -3.067 -0.705 -0.179 -0.080
C 1.671 -0.360 -3.966 -0.637
C -2.203 -2.575 -1.558 0.940
C 0.676 -2.567 -3.994 -0.872
C -4.023 -1.568 0.346 -0.565
C -1.264 -3.016 -2.502 -1.292
C -0.292 -2.158 -3.034 1.110
C 0.748 0.090 -3.027 -0.002
C -3.003 0.748 0.258 -1.249
C -1.715 2.836 1.743 -1.262
C -4.073 -2.919 -0.036 -0.902
C -2.090 -1.236 -1.075 0.398
C 1.748 3.277 -0.425 -1.242
C 1.656 -1.688 -4.423 -0.875
C 0.832 1.495 -2.467 -1.161
H 2.417 -2.008 -5.133 0.387
H -2.538 -0.724 2.869 0.398
H 2.284 3.780 -1.241 0.401
H 2.427 0.336 -4.341 0.405
H -3.922 1.041 0.781 0.602
H 0.625 -3.587 -4.377 0.435
H -4.747 -1.180 1.069 0.412
H -1.446 3.374 0.825 0.319
H -2.730 3.114 2.051 0.405
H 4.498 -0.679 3.375 0.150
H 1.390 1.208 5.221 0.129
H -4.822 -3.567 0.421 0.377
H -1.009 3.104 2.537 0.376
H 3.964 1.178 -0.326 0.423
H 0.752 3.720 -0.310 0.327
H 0.724 -2.265 0.154 -0.356
H 3.385 0.025 -1.562 0.381
H -1.693 0.535 3.822 0.357
H -2.815 1.413 -0.599 0.365
H -3.337 0.855 3.168 0.400
H 2.854 0.870 6.082 0.169
H -1.332 -4.031 -2.879 0.407
H 2.785 -0.473 1.789 0.099
H -3.279 -4.442 -1.348 0.439
H -0.168 1.938 -2.346 0.345
H 1.464 2.137 -3.094 0.645
H 4.614 -0.196 5.046 0.176
H 3.692 1.734 -2.016 0.391
H 2.306 3.405 0.509 0.337